DFT (ωB97M-V with the def2-TZVPD basis set) results for a 6-piece molecular cluster, C32H66NO11P2S overall in a non-equilibrium geometry.

Values from the calculation:
LUMO level = 2.04 eV
orbital gap = 6.35 eV
charge = -1
E_HOMO = -4.32 eV

Last column: Löwdin charge in e.
Element x y z (Å)
C 0.817 -1.219 2.296  -0.03
C -0.017 -0.225 3.045  -0.43
N 0.545 0.514 3.889  0.13
C -1.512 -0.123 2.791  -0.10
C -1.756 1.011 1.763  -0.33
O -3.117 1.363 1.733  -0.31
P -4.012 0.287 0.697  0.41
P -4.754 1.888 -0.763  0.17
O -4.609 3.419 -0.193  -0.29
O -3.992 1.747 -2.215  -0.30
S -6.665 1.528 -1.131  0.07
O -2.626 0.131 -0.338  -0.29
C -1.462 0.556 0.299  -0.37
C -0.532 1.397 -0.546  -0.14
C -1.077 2.800 -0.880  -0.16
C -0.711 3.856 0.189  -0.16
C 0.291 4.907 -0.337  -0.18
C 1.693 4.769 0.274  -0.17
O 2.725 5.275 -0.591  0.02
C 3.262 4.401 -1.457  -0.57
C 2.657 3.043 -1.729  0.03
O 4.216 4.723 -2.044  0.13
H 1.105 -0.719 1.372  0.06
H 1.710 -1.482 2.843  0.06
H 0.203 -2.084 2.064  0.09
H -0.177 1.113 4.297  0.06
H -1.864 -1.081 2.423  0.09
H -2.030 0.102 3.718  0.12
H -1.128 1.816 2.142  0.12
H -3.695 -0.905 1.438  -0.01
H -4.838 -0.572 -0.107  -0.05
H -5.126 0.631 1.540  -0.01
H -4.948 4.012 -0.884  0.03
H -4.451 1.022 -2.665  0.04
H -0.863 -0.360 0.462  0.12
H 0.449 1.444 -0.073  0.10
H -0.376 0.885 -1.494  0.11
H -2.156 2.760 -0.925  0.07
H -0.716 3.101 -1.860  0.10
H -0.341 3.417 1.112  0.10
H -1.625 4.383 0.447  0.11
H -0.080 5.879 -0.014  0.10
H 0.325 4.960 -1.421  0.10
H 1.885 3.768 0.655  0.12
H 1.701 5.421 1.141  0.12
H 1.622 2.921 -1.438  0.05
H 2.798 2.803 -2.772  0.09
H 3.248 2.313 -1.178  0.09
C 3.337 -1.333 -2.982  -0.16
C 3.811 -1.973 -1.683  -0.17
C 3.094 -1.125 -0.645  -0.20
O 1.870 -0.691 -1.240  -0.16
C 1.897 -0.967 -2.642  -0.20
H 3.414 -1.988 -3.850  0.11
H 3.916 -0.428 -3.185  0.11
H 3.464 -3.005 -1.627  0.10
H 4.893 -1.973 -1.560  0.11
H 3.679 -0.234 -0.385  0.12
H 2.878 -1.675 0.271  0.11
H 1.218 -1.804 -2.838  0.12
H 1.539 -0.095 -3.191  0.11
C -4.126 -4.816 -2.260  -0.18
C -5.563 -4.634 -1.791  -0.18
C -5.550 -3.188 -1.313  -0.21
O -4.591 -2.503 -2.119  -0.15
C -3.820 -3.449 -2.854  -0.21
H -3.993 -5.630 -2.974  0.10
H -3.476 -5.006 -1.402  0.11
H -6.248 -4.745 -2.636  0.11
H -5.866 -5.336 -1.014  0.11
H -5.231 -3.116 -0.268  0.11
H -6.519 -2.699 -1.411  0.12
H -4.126 -3.396 -3.907  0.11
H -2.763 -3.185 -2.787  0.12
C 5.624 -7.179 -1.262  -0.18
C 4.199 -6.996 -0.756  -0.17
C 4.234 -5.566 -0.239  -0.20
O 5.185 -4.863 -1.047  -0.16
C 5.931 -5.800 -1.827  -0.20
H 5.731 -7.973 -2.000  0.11
H 6.291 -7.399 -0.425  0.11
H 3.496 -7.077 -1.589  0.11
H 3.906 -7.716 0.007  0.11
H 4.574 -5.527 0.801  0.12
H 3.265 -5.070 -0.305  0.11
H 5.601 -5.717 -2.869  0.12
H 6.991 -5.550 -1.779  0.12
C -3.619 8.050 -2.020  -0.17
C -2.560 7.623 -3.029  -0.17
C -2.210 6.226 -2.536  -0.19
O -3.394 5.697 -1.935  -0.15
C -4.355 6.742 -1.770  -0.20
H -4.274 8.844 -2.378  0.11
H -3.139 8.393 -1.100  0.11
H -2.999 7.569 -4.029  0.11
H -1.698 8.287 -3.072  0.11
H -1.429 6.260 -1.774  0.09
H -1.883 5.565 -3.340  0.12
H -5.155 6.590 -2.504  0.12
H -4.786 6.683 -0.769  0.12
C 3.943 -2.780 6.660  -0.18
C 2.699 -1.989 7.047  -0.17
C 2.087 -1.682 5.687  -0.21
O 2.447 -2.777 4.828  -0.16
C 3.444 -3.576 5.463  -0.21
H 4.330 -3.413 7.458  0.11
H 4.738 -2.096 6.351  0.11
H 2.024 -2.621 7.630  0.11
H 2.911 -1.092 7.627  0.11
H 2.498 -0.764 5.261  0.10
H 1.004 -1.586 5.723  0.11
H 2.978 -4.516 5.780  0.11
H 4.236 -3.805 4.747  0.11


DFT (ωB97M-V with the def2-TZVPD basis set) results for a 13-piece molecular cluster, C32H69BF3N14O28 overall in a non-equilibrium geometry.

Values from the calculation:
LUMO level = -3.84 eV
orbital gap = 8.05 eV
charge = +1
E_HOMO = -11.89 eV

Last column: Löwdin charge in e.
Element x y z (Å)
C -2.750 2.370 -6.309  -0.11
O -1.554 2.122 -7.055  -0.21
C -0.417 1.842 -6.234  -0.21
C 0.048 0.313 -6.329  -0.13
C 0.415 -0.203 -4.882  -0.19
C -0.533 -1.331 -4.309  -0.18
C -2.076 -1.089 -4.526  -0.18
C -2.891 -0.913 -3.167  -0.18
C -3.300 0.623 -3.062  -0.18
C -3.584 0.957 -1.522  -0.12
C -2.339 1.619 -0.870  -0.06
C -1.006 1.201 -1.312  0.07
C 0.169 1.832 -0.757  -0.12
C 1.532 1.280 -1.321  0.00
C 2.076 2.152 -2.515  -0.46
O 2.956 1.697 -3.173  0.14
O 1.453 3.379 -2.734  0.06
N 0.106 2.836 0.199  0.03
C 1.361 3.444 0.681  -0.07
C 2.027 2.458 1.756  0.00
C 1.682 2.805 3.233  -0.52
F 2.749 2.397 4.024  0.08
F 0.623 2.029 3.618  0.12
F 1.523 4.130 3.487  0.14
C -1.137 3.229 0.676  0.04
B -1.349 4.348 1.830  -0.43
C -1.738 5.835 1.326  0.00
O -1.259 4.096 3.200  0.10
C -2.380 2.647 0.169  -0.15
N -3.640 3.109 0.669  0.13
H -3.282 3.220 -6.826  0.10
H -2.583 2.698 -5.256  0.08
H -3.460 1.497 -6.388  0.09
H 0.440 2.433 -6.673  0.13
H -0.511 2.175 -5.168  0.09
H -0.795 -0.278 -6.773  0.12
H 0.936 0.259 -7.021  0.09
H 1.444 -0.656 -4.938  0.11
H 0.476 0.620 -4.110  0.07
H -0.232 -2.331 -4.726  0.12
H -0.309 -1.404 -3.203  0.09
H -2.329 -0.216 -5.172  0.08
H -2.493 -1.996 -5.038  0.11
H -3.796 -1.580 -3.126  0.12
H -2.240 -1.197 -2.297  0.07
H -4.184 0.857 -3.711  0.12
H -2.451 1.235 -3.473  0.08
H -4.471 1.650 -1.536  0.12
H -3.818 -0.012 -0.983  0.10
H -0.910 0.397 -2.077  0.10
H 2.290 1.160 -0.500  0.12
H 1.343 0.245 -1.712  0.14
H 0.910 3.242 -3.539  0.12
H 2.122 3.493 -0.143  0.13
H 1.277 4.492 1.046  0.13
H 1.873 1.383 1.497  0.13
H 3.136 2.634 1.651  0.15
H -0.936 6.582 1.547  0.08
H -2.694 6.086 1.872  0.09
H -2.023 5.829 0.237  0.08
H -0.774 4.865 3.562  0.12
H -3.676 2.905 1.670  0.11
H -4.415 2.626 0.214  0.09
C -2.248 3.892 6.366  0.04
N -3.604 4.310 6.808  -0.45
O -3.830 5.505 6.869  0.06
O -4.390 3.425 7.075  0.07
H -1.658 4.781 6.163  0.09
H -1.803 3.310 7.170  0.11
H -2.368 3.293 5.465  0.08
C -0.006 1.799 -10.303  0.05
N 0.844 0.577 -10.312  -0.44
O 0.810 -0.123 -11.301  0.08
O 1.517 0.369 -9.317  0.04
H -0.544 1.855 -11.244  0.10
H -0.697 1.712 -9.465  0.08
H 0.653 2.655 -10.182  0.10
C -2.179 -1.904 2.219  0.05
N -2.489 -1.455 0.836  -0.39
O -1.721 -1.777 -0.048  0.07
O -3.502 -0.787 0.685  0.04
H -1.261 -2.481 2.200  0.08
H -2.064 -1.013 2.835  0.10
H -3.011 -2.515 2.559  0.11
C -1.264 -5.438 -0.559  0.05
N -1.779 -5.605 0.827  -0.42
O -2.186 -6.700 1.145  0.10
O -1.754 -4.620 1.550  0.03
H -1.347 -6.382 -1.077  0.06
H -1.871 -4.676 -1.044  0.10
H -0.224 -5.126 -0.486  0.11
C -3.536 -9.533 -1.702  0.06
N -2.620 -8.475 -2.205  -0.42
O -2.917 -7.316 -1.976  0.04
O -1.634 -8.843 -2.812  0.07
H -4.364 -9.059 -1.184  0.10
H -3.889 -10.097 -2.562  0.10
H -2.966 -10.164 -1.024  0.11
C 0.366 -11.459 -4.297  0.05
N 0.635 -12.523 -3.293  -0.44
O 0.128 -12.400 -2.195  0.07
O 1.347 -13.445 -3.645  0.05
H -0.278 -10.709 -3.845  0.07
H 1.323 -11.027 -4.581  0.11
H -0.124 -11.927 -5.148  0.10
C 5.594 0.022 -3.176  0.04
N 5.862 -1.057 -2.189  -0.45
O 5.351 -0.946 -1.086  0.05
O 6.569 -1.971 -2.552  0.08
H 4.953 0.762 -2.715  0.06
H 6.551 0.458 -3.455  0.11
H 5.103 -0.433 -4.034  0.10
C -2.840 7.816 9.755  0.05
N -1.728 6.855 9.980  -0.44
O -1.427 6.604 11.130  0.07
O -1.197 6.385 8.990  0.05
H -3.215 8.152 10.716  0.10
H -2.438 8.651 9.185  0.10
H -3.616 7.295 9.197  0.09
C 3.382 6.324 -2.360  0.05
N 2.806 6.916 -1.123  -0.44
O 1.816 6.378 -0.645  0.03
O 3.360 7.892 -0.674  0.10
H 2.786 5.461 -2.645  0.07
H 3.350 7.088 -3.134  0.11
H 4.405 6.031 -2.138  0.11
C 3.412 -13.727 -1.023  0.04
N 3.875 -12.469 -0.378  -0.45
O 3.417 -12.197 0.715  0.06
O 4.681 -11.800 -0.996  0.05
H 2.701 -14.217 -0.365  0.10
H 2.942 -13.458 -1.967  0.07
H 4.286 -14.355 -1.182  0.10
C 4.959 1.813 5.858  0.03
N 6.083 0.875 6.119  -0.45
O 6.381 0.666 7.278  0.08
O 6.624 0.385 5.146  0.06
H 4.575 2.172 6.809  0.10
H 5.350 2.637 5.265  0.10
H 4.196 1.265 5.316  0.08
C 0.637 4.904 13.349  0.04
N 0.148 4.693 14.738  -0.45
O -0.253 3.582 15.027  0.06
O 0.187 5.651 15.484  0.06
H 0.545 3.972 12.800  0.09
H 0.022 5.679 12.899  0.07
H 1.678 5.214 13.412  0.10


DFT (ωB97M-V with the def2-TZVPD basis set) results for C32H69MgN6O14 as an isolated structure in a non-equilibrium geometry.

Values from the calculation:
multiplicity = 2
LUMO level (alpha / beta) = -5.63 / -10.38 eV
orbital gap (alpha / beta) = 7.41 / 2.66 eV
charge = +2
E_HOMO (alpha / beta) = -13.04 / -13.04 eV

Last column: Löwdin spin population.
Element x y z (Å)
Mg 14.385 0.796 16.467  0.00
C 11.981 -2.364 16.856  0.00
C 12.976 -1.134 16.592  0.00
O 14.211 -1.207 16.858  0.00
O 12.557 -0.034 16.216  0.00
H 11.191 -2.371 16.105  0.00
H 11.584 -2.432 17.869  0.00
H 12.495 -3.319 16.743  0.00
C 13.695 -1.690 21.380  0.00
O 14.763 -1.221 21.653  0.00
N 12.755 -2.067 22.267  0.00
C 11.620 -2.837 21.784  0.00
C 12.899 -1.957 23.722  0.00
H 13.467 -1.856 20.315  0.00
H 11.595 -2.965 20.702  0.00
H 10.747 -2.325 22.189  0.00
H 11.597 -3.810 22.276  0.00
H 12.700 -2.928 24.177  0.00
H 13.830 -1.548 24.115  0.00
H 12.105 -1.306 24.088  0.00
C 10.043 3.392 18.250  0.00
O 9.554 3.803 19.309  0.00
N 9.456 2.465 17.525  0.00
C 9.963 2.066 16.197  0.00
C 8.194 1.836 17.973  0.00
H 10.977 3.765 17.801  0.00
H 10.894 2.550 15.902  0.00
H 9.174 2.264 15.471  0.00
H 10.094 0.984 16.186  0.00
H 8.447 0.813 18.248  0.00
H 7.755 2.140 18.923  0.00
H 7.380 1.899 17.251  0.00
C 15.503 0.151 13.527  0.00
O 15.180 0.350 14.705  0.00
N 14.954 0.817 12.541  0.00
C 13.785 1.727 12.657  0.00
C 15.565 0.804 11.244  0.00
H 16.378 -0.424 13.186  0.00
H 13.166 1.709 11.760  0.00
H 14.056 2.781 12.702  0.00
H 13.140 1.525 13.512  0.00
H 16.303 0.020 11.071  0.00
H 14.837 0.438 10.520  0.00
H 15.919 1.769 10.881  0.00
C 17.470 0.821 17.369  0.00
O 16.268 0.946 17.180  0.00
N 18.259 -0.177 16.945  0.00
C 19.721 -0.262 17.104  0.00
C 17.729 -1.234 16.111  0.00
H 18.122 1.529 17.903  0.00
H 19.989 -1.183 17.622  0.00
H 20.068 0.589 17.690  0.00
H 20.295 -0.214 16.179  0.00
H 16.654 -1.381 16.218  0.00
H 17.852 -0.995 15.055  0.00
H 18.294 -2.160 16.218  0.00
C 13.497 1.520 19.428  0.00
O 13.792 1.519 18.240  0.00
N 14.120 2.364 20.280  0.00
C 14.961 3.451 19.724  0.00
C 14.036 2.209 21.730  0.00
H 12.870 0.815 19.996  0.00
H 14.846 3.590 18.649  0.00
H 16.004 3.176 19.879  0.00
H 14.801 4.359 20.305  0.00
H 14.874 1.742 22.247  0.00
H 13.873 3.226 22.086  0.00
H 13.185 1.615 22.061  0.00
C 8.599 -4.136 20.049  -0.03
O 8.678 -4.952 20.969  0.30
N 8.830 -4.393 18.717  0.50
C 8.579 -3.259 17.907  0.07
C 8.781 -5.725 18.110  0.05
H 8.378 -3.084 20.287  0.00
H 8.947 -2.304 18.281  0.01
H 7.498 -3.165 17.802  0.04
H 9.069 -3.411 16.946  0.01
H 7.851 -5.839 17.554  0.03
H 9.634 -5.982 17.481  0.02
H 8.887 -6.575 18.785  0.00
O 16.899 -3.313 12.973  0.00
C 16.844 -4.459 13.402  0.00
O 15.752 -5.143 13.879  0.00
C 14.625 -4.488 14.255  0.00
C 13.435 -5.462 14.759  0.00
C 18.078 -5.306 13.489  0.00
H 14.262 -3.872 13.433  0.00
H 14.766 -3.856 15.132  0.00
H 13.767 -6.130 15.554  0.00
H 13.104 -6.137 13.970  0.00
H 12.601 -4.885 15.159  0.00
H 17.896 -6.319 13.845  0.00
H 18.726 -4.737 14.156  0.00
H 18.569 -5.312 12.515  0.00
O 12.117 -9.031 20.383  0.00
C 11.247 -8.230 20.697  0.00
O 11.348 -6.923 20.748  0.00
C 12.575 -6.213 20.355  0.00
C 12.406 -5.529 18.991  0.00
C 9.850 -8.624 21.069  0.00
H 13.488 -6.808 20.330  0.00
H 12.757 -5.447 21.109  0.00
H 11.972 -6.317 18.375  0.00
H 13.333 -5.167 18.547  0.00
H 11.734 -4.671 18.996  0.00
H 9.668 -8.692 22.142  0.00
H 9.656 -9.602 20.628  0.00
H 9.031 -7.983 20.743  0.00
O 12.223 -2.376 12.746  0.00
C 11.116 -1.974 13.022  0.00
O 10.059 -2.791 13.354  0.00
C 10.097 -4.195 13.288  0.00
C 9.400 -4.873 14.462  0.00
C 10.808 -0.476 13.022  0.00
H 11.122 -4.563 13.335  0.00
H 9.775 -4.559 12.312  0.00
H 10.008 -4.807 15.365  0.00
H 9.445 -5.884 14.059  0.00
H 8.346 -4.600 14.509  0.00
H 10.013 -0.240 12.314  0.00
H 11.769 -0.001 12.826  0.00
H 10.463 -0.169 14.009  0.00


no.,DFT total energy (eV)
1,-87679.831
2,-121282.988
3,-77341.072